Below is one molecule with the formula C3H3N3O, with properties calculated with ωB97M-V/def2-TZVPD.

Geometry as XYZ:
```
10
Properties=species:S:1:pos:R:3
O -1.648 -1.007 -0.843
C -0.657 -0.686 -0.043
C -0.653 -0.426 1.293
N -0.090 0.594 1.794
N 0.360 1.546 0.783
C 0.837 0.969 -0.241
N 0.670 -0.512 -0.488
H -1.312 -1.093 -1.749
H 1.064 -0.910 0.372
H 1.472 1.503 -0.942
```

HOMO level (spin up / spin down) = -8.81 / -8.80 eV
Relative energy (zero: lowest compared OMol25 entry of this formula, charge and spin) = 122.1 kcal per mole
Kohn-Sham gap (spin up / spin down) = 8.289 / 8.287 eV
2S+1 = 1

Atom charges from the Mulliken analysis, given in e for atoms 1 to 4: atom 1 (O): -0.43, atom 2 (C): 0.57, atom 3 (C): -0.21, atom 4 (N): -0.40

Below is a 2-piece molecular cluster, C3H3N3O overall, with properties calculated with ωB97M-V/def2-TZVPD.

Geometry as XYZ:
```
10
Properties=species:S:1:pos:R:3
N 2.222 -0.026 0.887
C 1.254 -0.259 0.166
N -0.444 0.590 -1.512
N -1.387 1.307 -1.226
O -1.548 -0.811 1.897
C -1.516 -0.142 0.981
C 0.138 -0.475 -0.502
H 3.079 0.229 0.392
H -1.743 1.088 -0.263
H -0.055 -1.500 -0.820
```

HOMO level = -8.50 eV
Relative energy (zero: lowest compared OMol25 entry of this formula, charge and spin) = 108.3 kcal per mole
Kohn-Sham gap = 8.943 eV
2S+1 = 1

Atom charges from the Mulliken analysis, given in e for atoms 1 to 4: atom 1 (N): -0.53, atom 2 (C): 0.59, atom 3 (N): 0.01, atom 4 (N): -0.41

Below is a 2-piece molecular cluster, C3H3N3O overall, with properties calculated with ωB97M-V/def2-TZVPD.

Geometry as XYZ:
```
10
Properties=species:S:1:pos:R:3
N 0.367 1.795 1.443
C -0.216 0.877 0.870
N -0.601 -1.526 0.525
N 0.284 -2.219 0.021
O 0.844 0.886 -2.428
C 0.865 -0.126 -1.921
C -0.769 -0.098 0.183
H 0.024 1.993 2.384
H 0.855 -1.702 -0.668
H -1.654 0.121 -0.410
```

HOMO level = -8.73 eV
Relative energy (zero: lowest compared OMol25 entry of this formula, charge and spin) = 93.7 kcal per mole
Kohn-Sham gap = 9.253 eV
2S+1 = 1

Atom charges from the Mulliken analysis, given in e for atoms 1 to 4: atom 1 (N): -0.53, atom 2 (C): 0.71, atom 3 (N): -0.06, atom 4 (N): -0.35

Below is a 2-piece molecular cluster, C3H3N3O overall, with properties calculated with ωB97M-V/def2-TZVPD.

Geometry as XYZ:
```
10
Properties=species:S:1:pos:R:3
N 2.048 -0.002 0.178
C 0.883 -0.329 0.080
N 1.009 2.536 -0.399
N 0.019 2.180 -0.072
O -2.138 0.426 0.698
C -1.676 -0.623 0.310
C -0.279 -0.955 -0.003
H 2.539 0.258 -0.672
H -2.326 -1.513 0.178
H -0.079 -1.979 -0.299
```

HOMO level = -9.73 eV
Relative energy (zero: lowest compared OMol25 entry of this formula, charge and spin) = 31.2 kcal per mole
Kohn-Sham gap = 10.071 eV
2S+1 = 1

Atom charges from the Mulliken analysis, given in e for atoms 1 to 4: atom 1 (N): -0.51, atom 2 (C): 0.51, atom 3 (N): -0.17, atom 4 (N): 0.15

Below is a 2-piece molecular cluster, C3H3N3O overall, with properties calculated with ωB97M-V/def2-TZVPD.

Geometry as XYZ:
```
10
Properties=species:S:1:pos:R:3
N -1.801 0.442 1.122
C -0.605 0.346 0.952
N -1.100 0.845 -1.996
N -0.182 0.548 -2.526
O 0.480 -1.861 -0.404
C 1.188 -1.055 0.166
C 0.702 0.152 0.843
H -2.361 0.886 0.397
H 2.287 -1.189 0.206
H 1.393 0.887 1.239
```

HOMO level = -9.68 eV
Relative energy (zero: lowest compared OMol25 entry of this formula, charge and spin) = 17.9 kcal per mole
Kohn-Sham gap = 10.153 eV
2S+1 = 1

Atom charges from the Mulliken analysis, given in e for atoms 1 to 4: atom 1 (N): -0.48, atom 2 (C): 0.57, atom 3 (N): 0.09, atom 4 (N): -0.10

Below is one molecule with the formula C3H3N3O, with properties calculated with ωB97M-V/def2-TZVPD.

Geometry as XYZ:
```
10
Properties=species:S:1:pos:R:3
C -1.640 -0.230 -0.042
C 0.765 -0.527 0.309
C -0.347 -0.093 -0.656
N -2.596 -0.261 0.624
N 1.380 0.711 0.771
N 0.833 1.629 0.250
O -0.154 1.345 -0.650
H 0.594 -1.111 1.332
H 1.557 -1.053 -0.318
H -0.391 -0.409 -1.619
```

HOMO level = -11.08 eV
Relative energy (zero: lowest compared OMol25 entry of this formula, charge and spin) = 82.5 kcal per mole
Kohn-Sham gap = 11.668 eV
2S+1 = 1

Atom charges from the Mulliken analysis, given in e for atoms 1 to 4: atom 1 (C): 0.11, atom 2 (C): -0.47, atom 3 (C): 0.26, atom 4 (N): -0.40

Below is one molecule with the formula C3H3N3O, with properties calculated with ωB97M-V/def2-TZVPD.

Geometry as XYZ:
```
10
Properties=species:S:1:pos:R:3
N 1.452 0.463 0.201
C 0.863 -0.702 0.268
N 0.898 1.416 -0.746
N -0.081 0.881 -1.262
O -1.448 0.708 1.192
C -1.289 -0.300 0.565
C -0.294 -0.421 -0.633
H 2.197 0.803 0.794
H -1.763 -1.263 0.817
H -0.660 -1.180 -1.327
```

HOMO level = -9.86 eV
Relative energy (zero: lowest compared OMol25 entry of this formula, charge and spin) = 92.1 kcal per mole
Kohn-Sham gap = 9.634 eV
2S+1 = 1

Atom charges from the Mulliken analysis, given in e for atoms 1 to 4: atom 1 (N): 0.13, atom 2 (C): -0.31, atom 3 (N): -0.28, atom 4 (N): -0.15

Below is C3H3N3O as an isolated structure, with properties calculated with ωB97M-V/def2-TZVPD.

Geometry as XYZ:
```
10
Properties=species:S:1:pos:R:3
O -1.803 0.048 -1.203
C -0.887 -0.019 -0.326
C -0.829 -0.239 1.080
N 0.329 -0.245 1.692
N 1.484 -0.047 1.026
C 1.429 0.157 -0.273
N 0.282 0.176 -0.963
H -0.631 0.252 -1.894
H -1.720 -0.404 1.676
H 2.361 0.317 -0.806
```

HOMO level = -10.13 eV
Relative energy (zero: lowest compared OMol25 entry of this formula, charge and spin) = 64.9 kcal per mole
Kohn-Sham gap = 9.894 eV
2S+1 = 1

Atom charges from the Mulliken analysis, given in e for atoms 1 to 4: atom 1 (O): -0.64, atom 2 (C): 0.55, atom 3 (C): -0.39, atom 4 (N): -0.30

Below is a 2-piece molecular cluster, C3H3N3O overall, with properties calculated with ωB97M-V/def2-TZVPD.

Geometry as XYZ:
```
10
Properties=species:S:1:pos:R:3
N 1.748 0.053 0.573
C 0.846 -0.549 0.105
N 0.839 1.723 -0.934
N -0.046 1.252 -1.405
O -1.455 0.702 1.136
C -1.364 -0.373 0.590
C -0.346 -0.753 -0.419
H 2.231 0.914 0.676
H -1.974 -1.237 0.875
H -0.610 -1.286 -1.315
```

HOMO level = -8.83 eV
Relative energy (zero: lowest compared OMol25 entry of this formula, charge and spin) = 61.8 kcal per mole
Kohn-Sham gap = 9.299 eV
2S+1 = 1

Atom charges from the Mulliken analysis, given in e for atoms 1 to 4: atom 1 (N): -0.49, atom 2 (C): 0.66, atom 3 (N): -0.05, atom 4 (N): -0.07

Below is one molecule with the formula C3H3N3O, with properties calculated with ωB97M-V/def2-TZVPD.

Geometry as XYZ:
```
10
Properties=species:S:1:pos:R:3
O -0.499 0.602 1.969
C -0.260 0.138 0.746
C 0.435 -1.072 0.527
N 1.065 -1.248 -0.612
N 0.897 -0.378 -1.610
C -0.062 0.516 -1.445
N -0.646 0.844 -0.288
H -0.932 1.465 1.841
H 0.391 -1.910 1.205
H -0.389 1.043 -2.332
```

HOMO level = -9.70 eV
Relative energy (zero: lowest compared OMol25 entry of this formula, charge and spin) = 30.9 kcal per mole
Kohn-Sham gap = 10.015 eV
2S+1 = 1

Atom charges from the Mulliken analysis, given in e for atoms 1 to 4: atom 1 (O): -0.48, atom 2 (C): 0.76, atom 3 (C): -0.24, atom 4 (N): -0.27

Below is one molecule with the formula C3H3N3O2, with properties calculated with ωB97M-V/def2-TZVPD.

Geometry as XYZ:
```
11
Properties=species:S:1:pos:R:3
C -0.413 1.798 0.144
C 1.195 -0.027 -0.023
C -1.667 1.420 0.005
N 0.845 1.162 0.093
N 0.665 -1.283 -0.261
N -0.521 -1.740 0.075
O -2.771 1.151 -0.074
O -0.558 -2.965 0.142
H -0.416 2.926 0.239
H 2.232 -0.321 0.055
H 1.410 -2.120 -0.396
```

HOMO level = -8.86 eV
Relative energy (zero: lowest compared OMol25 entry of this formula, charge and spin) = 134.7 kcal per mole
Kohn-Sham gap = 8.718 eV
2S+1 = 1

Atom charges from the Mulliken analysis, given in e for atoms 1 to 4: atom 1 (C): -0.54, atom 2 (C): 0.14, atom 3 (C): 0.74, atom 4 (N): -0.40

Below is one molecule with the formula C3H3N3O2, with properties calculated with ωB97M-V/def2-TZVPD.

Geometry as XYZ:
```
11
Properties=species:S:1:pos:R:3
C -0.939 -0.159 -0.136
C -0.705 1.135 -0.031
C 1.323 -0.422 0.007
H -2.798 -0.279 0.296
H -1.386 1.963 0.155
H 2.052 -2.080 0.008
N 0.584 1.780 -0.051
N 1.568 0.982 -0.092
N 2.327 -1.123 0.016
O -2.110 -0.850 -0.035
O 0.085 -0.948 -0.138
```

HOMO level = -9.39 eV
Relative energy (zero: lowest compared OMol25 entry of this formula, charge and spin) = 94.1 kcal per mole
Kohn-Sham gap = 9.056 eV
2S+1 = 1

Atom charges from the Mulliken analysis, given in e for atoms 1 to 4: atom 1 (C): 0.71, atom 2 (C): -0.39, atom 3 (C): 0.46, atom 4 (H): 0.33

Below is one molecule with the formula C3H3N3O2, with properties calculated with ωB97M-V/def2-TZVPD.

Geometry as XYZ:
```
11
Properties=species:S:1:pos:R:3
C 0.540 -1.121 0.206
C -1.266 0.112 0.715
C 0.399 1.027 -0.788
H 0.474 -2.649 1.007
H -2.228 0.423 1.205
H 0.153 2.610 -1.710
N -0.704 -1.042 0.798
N 0.792 1.848 -1.627
N 1.151 -0.211 -0.566
O 1.244 -2.274 0.611
O -0.555 1.277 0.149
```

HOMO level = -9.95 eV
Relative energy (zero: lowest compared OMol25 entry of this formula, charge and spin) = 60.1 kcal per mole
Kohn-Sham gap = 9.296 eV
2S+1 = 1

Atom charges from the Mulliken analysis, given in e for atoms 1 to 4: atom 1 (C): 0.63, atom 2 (C): 0.10, atom 3 (C): 0.56, atom 4 (H): 0.39

Below is one molecule with the formula C3H3N3O2, with properties calculated with ωB97M-V/def2-TZVPD.

Geometry as XYZ:
```
11
Properties=species:S:1:pos:R:3
C 0.056 0.519 0.361
C -1.019 -1.177 -0.649
C -0.066 -0.464 -1.575
H 2.237 1.666 1.955
H -1.656 -0.377 1.310
H 0.156 -0.751 -2.523
N 0.609 0.962 1.403
N -1.089 -0.297 0.389
N 0.558 0.517 -0.978
O 1.690 1.682 1.125
O -1.475 -2.279 -0.819
```

HOMO level = -9.42 eV
Relative energy (zero: lowest compared OMol25 entry of this formula, charge and spin) = 80.0 kcal per mole
Kohn-Sham gap = 8.802 eV
2S+1 = 1

Atom charges from the Mulliken analysis, given in e for atoms 1 to 4: atom 1 (C): 0.45, atom 2 (C): 0.40, atom 3 (C): -0.09, atom 4 (H): 0.38

Below is one molecule with the formula C3H3N3O2, with properties calculated with ωB97M-V/def2-TZVPD.

Geometry as XYZ:
```
11
Properties=species:S:1:pos:R:3
C 1.573 -0.290 -0.106
C -0.625 0.876 -0.236
C -1.698 -0.881 0.218
H 1.271 1.556 0.065
H -0.216 1.909 -0.325
H -2.495 -1.677 0.308
N 0.146 -0.151 -0.078
N -1.929 0.442 -0.034
N -0.474 -1.311 0.026
O 2.157 0.830 0.305
O 2.289 -1.302 -0.142
```

HOMO level = -11.09 eV
Relative energy (zero: lowest compared OMol25 entry of this formula, charge and spin) = 78.6 kcal per mole
Kohn-Sham gap = 10.989 eV
2S+1 = 1

Atom charges from the Mulliken analysis, given in e for atoms 1 to 4: atom 1 (C): 0.53, atom 2 (C): 0.17, atom 3 (C): -0.03, atom 4 (H): 0.35

Below is one molecule with the formula C3H3N3O3S, with properties calculated with ωB97M-V/def2-TZVPD.

Geometry as XYZ:
```
13
Properties=species:S:1:pos:R:3
C 0.813 -0.748 -0.664
C 0.773 -0.013 -1.829
C 0.307 1.285 -1.463
N 2.632 2.578 -2.534
N 0.380 0.084 0.387
N 0.039 1.293 -0.095
O 0.239 2.338 -2.127
O 1.811 3.088 -0.319
O 1.263 4.712 -1.978
S 1.627 3.395 -1.700
H 0.776 -1.851 -0.535
H 0.289 -0.107 1.372
H 0.038 2.155 0.430
```

HOMO level (spin up / spin down) = -9.14 / -8.57 eV
Relative energy (zero: lowest compared OMol25 entry of this formula, charge and spin) = 128.0 kcal per mole
Kohn-Sham gap (spin up / spin down) = 6.576 / 8.012 eV
2S+1 = 1

Atom charges from the Mulliken analysis, given in e for atoms 1 to 4: atom 1 (C): -0.17, atom 2 (C): -0.30, atom 3 (C): 0.69, atom 4 (N): -0.46

Below is a 3-piece molecular cluster, C3H3N3O4 overall, with properties calculated with ωB97M-V/def2-TZVPD.

Geometry as XYZ:
```
13
Properties=species:S:1:pos:R:3
C 3.415 0.174 0.422
C -3.948 0.996 1.220
C 2.164 0.554 0.076
N 4.521 -0.170 0.579
N 1.363 1.509 -0.028
N 0.759 -1.446 -0.023
O -4.439 0.544 2.140
O -3.322 1.324 0.323
O 1.570 2.753 0.015
O -0.049 1.138 -0.307
H 0.902 -1.652 -1.022
H -0.441 1.888 -0.695
H 0.009 -0.856 0.104
```

HOMO level = -10.22 eV
Relative energy (zero: lowest compared OMol25 entry of this formula, charge and spin) = 136.1 kcal per mole
Kohn-Sham gap = 7.636 eV
2S+1 = 1

Atom charges from the Mulliken analysis, given in e for atoms 1 to 4: atom 1 (C): 0.39, atom 2 (C): 0.65, atom 3 (C): -0.05, atom 4 (N): -0.36

Below is one molecule with the formula C3H3N3OS, with properties calculated with ωB97M-V/def2-TZVPD.

Geometry as XYZ:
```
11
Properties=species:S:1:pos:R:3
C -0.808 -1.272 -0.061
C 0.508 1.908 -0.132
C 1.370 -0.140 0.115
H -2.573 -0.657 0.104
H -0.205 -2.147 -0.406
H 0.299 2.993 -0.259
N -2.092 -1.492 -0.003
N -0.021 -0.227 0.368
N 1.677 1.338 0.041
O -0.562 1.084 0.183
S 2.408 -1.388 0.050
```

HOMO level = -9.40 eV
Relative energy (zero: lowest compared OMol25 entry of this formula, charge and spin) = 90.3 kcal per mole
Kohn-Sham gap = 8.691 eV
2S+1 = 1

Atom charges from the Mulliken analysis, given in e for atoms 1 to 4: atom 1 (C): 0.16, atom 2 (C): 0.18, atom 3 (C): 0.20, atom 4 (H): 0.26

Below is one molecule with the formula C3H3N3S, with properties calculated with ωB97M-V/def2-TZVPD.

Geometry as XYZ:
```
10
Properties=species:S:1:pos:R:3
C 1.133 -0.852 0.135
C -0.748 -0.552 -1.168
C -0.118 1.218 1.019
H 1.826 -1.513 0.650
H -0.998 -0.892 -2.164
H -0.091 1.627 2.010
N 0.142 -1.370 -0.471
N -1.377 0.495 -0.769
N -1.245 0.942 0.513
S 1.477 0.896 0.245
```

HOMO level = -9.60 eV
Relative energy (zero: lowest compared OMol25 entry of this formula, charge and spin) = 54.5 kcal per mole
Kohn-Sham gap = 9.672 eV
2S+1 = 1

Atom charges from the Mulliken analysis, given in e for atoms 1 to 4: atom 1 (C): -0.04, atom 2 (C): 0.14, atom 3 (C): -0.09, atom 4 (H): 0.42

Below is a 2-piece molecular cluster, C3H3N3S overall, with properties calculated with ωB97M-V/def2-TZVPD.

Geometry as XYZ:
```
10
Properties=species:S:1:pos:R:3
C -0.783 -0.296 -0.199
C 2.440 -0.349 0.248
C -1.106 -1.327 0.443
N -0.473 0.887 -0.342
N 2.363 0.273 1.289
N -1.565 -2.409 0.813
S 2.415 -1.373 -0.880
H -0.301 1.303 -1.226
H 2.321 1.180 1.554
H -1.459 -3.150 0.208
```

HOMO level = -8.29 eV
Relative energy (zero: lowest compared OMol25 entry of this formula, charge and spin) = 89.3 kcal per mole
Kohn-Sham gap = 7.676 eV
2S+1 = 1

Atom charges from the Mulliken analysis, given in e for atoms 1 to 4: atom 1 (C): 0.16, atom 2 (C): 0.44, atom 3 (C): 0.36, atom 4 (N): -0.50